Computed, not measured: a structure of composition C47H46AsF5IrO2P2Te, with the ωB97M-V functional and the def2-TZVPD basis.

The lowest unoccupied orbital energy (alpha / beta) is -5.8198 / -7.5587 eV. The value obtained for the relative energy (zero: lowest compared OMol25 entry of this formula, charge and spin) is 0.0 kcal/mol. The highest occupied orbital energy (alpha / beta) is -0.5009 / -0.5085 Eh. As for the spin multiplicity: 2. For the gap between HOMO and LUMO (alpha / beta), the calculation gives 7.8 / 6.3 eV. The value obtained for the largest force on an atom is 0.697 eV/Å. The net charge is +2.

Positions of all 105 atoms, in Å:
Ir -0.1851 0.0893 1.0890
C -2.1889 -1.8922 2.7935
C -1.3841 -1.1800 3.8801
P -0.6082 0.3524 3.2559
C -1.6687 1.7602 3.5375
C -3.0034 1.6048 3.9037
C -3.7964 2.7246 4.0991
C -3.2618 3.9930 3.9244
C -1.9332 4.1508 3.5508
C -1.1356 3.0375 3.3522
C 0.8713 0.5272 4.2594
C 0.9205 1.4118 5.3347
C 2.0309 1.4165 6.1682
C 3.0787 0.5384 5.9381
C 3.0265 -0.3522 4.8709
C 1.9286 -0.3585 4.0304
P -1.1363 -1.9560 1.3103
C 0.1324 -3.2158 1.5563
C 1.0729 -3.4324 0.5468
C 2.0534 -4.3956 0.7052
C 2.1130 -5.1489 1.8709
C 1.1886 -4.9337 2.8809
C 0.2017 -3.9705 2.7265
C -2.1490 -2.4404 -0.0954
C -1.5878 -2.4209 -1.3717
C -2.3310 -2.8198 -2.4681
C -3.6475 -3.2291 -2.2994
C -4.2155 -3.2389 -1.0347
C -3.4688 -2.8506 0.0688
H -3.0658 -1.3126 2.4981
H -2.5138 -2.8827 3.1120
H -1.9408 -0.9914 4.7985
H -0.5186 -1.7859 4.1592
H -3.4315 0.6206 4.0463
H -4.8311 2.6065 4.3904
H -3.8840 4.8642 4.0791
H -1.5201 5.1410 3.4151
H -0.0961 3.1625 3.0660
H 0.1008 2.0903 5.5287
H 2.0713 2.1049 7.0013
H 3.9393 0.5431 6.5935
H 3.8452 -1.0372 4.6949
H 1.8977 -1.0420 3.1874
H 1.0565 -2.8489 -0.3665
H 2.7718 -4.5632 -0.0859
H 2.8760 -5.9065 1.9887
H 1.2245 -5.5224 3.7875
H -0.5254 -3.8463 3.5180
H -0.5678 -2.0845 -1.5164
H -1.8893 -2.8072 -3.4568
H -4.2313 -3.5410 -3.1551
H -5.2418 -3.5530 -0.9022
H -3.9280 -2.8781 1.0481
F -2.5776 0.4228 -1.8243
Te -2.8662 1.6077 -0.4029
F -1.1585 2.3024 -0.7535
F -4.5806 0.9739 -0.2058
F -3.1855 2.9580 0.8082
F -3.4764 2.7610 -1.7058
O -2.2263 0.4305 0.8426
C 3.8153 1.4303 1.3731
C 2.3572 1.8342 1.4543
C 2.0515 3.1010 0.6744
O 1.5563 0.7777 0.9084
H 4.4487 2.2057 1.8047
H 4.1111 1.2976 0.3298
H 3.9938 0.5000 1.9128
H 2.0844 1.9833 2.5046
H 2.4303 3.0314 -0.3483
H 2.5326 3.9563 1.1514
H 0.9761 3.2817 0.6349
C -1.9090 -0.9132 -7.2309
C -2.6794 -0.4213 -6.1864
C -2.0776 -0.0456 -4.9944
C -0.6981 -0.1725 -4.8644
C 0.0853 -0.6574 -5.9119
C -0.5314 -1.0288 -7.0960
As 0.1698 0.4731 -3.2858
C 0.7210 2.2795 -3.4966
C -0.2854 3.2319 -3.6577
C 0.0652 4.5513 -3.8810
C 1.4061 4.9130 -3.9370
C 2.4032 3.9598 -3.7743
C 2.0690 2.6346 -3.5455
C 1.5820 -0.6974 -2.7996
C 2.5725 -0.2737 -1.9097
C 3.5773 -1.1513 -1.5384
C 3.5883 -2.4477 -2.0368
C 2.5788 -2.8844 -2.8886
C 1.5652 -2.0187 -3.2618
H -2.3828 -1.2038 -8.1589
H -3.7508 -0.3258 -6.2988
H -2.6796 0.3278 -4.1772
H 1.1618 -0.7320 -5.8191
H 0.0669 -1.4022 -7.9160
H -1.3308 2.9516 -3.6052
H -0.7063 5.2977 -4.0112
H 1.6760 5.9453 -4.1152
H 3.4444 4.2462 -3.8360
H 2.8486 1.8919 -3.4427
H 2.5487 0.7240 -1.4923
H 4.3520 -0.8228 -0.8585
H 4.3837 -3.1249 -1.7537
H 2.5842 -3.8977 -3.2677
H 0.7805 -2.3630 -3.9237

Mulliken atomic charge list, values in e, 6 entries: Ir 1.613; C -1.437; C -1.335; P 1.420; C 0.369; C -0.944



Computed, not measured: a structure of composition C47H47AsCl4N5O4P2S3W, with the ωB97M-V functional and the def2-TZVPD basis.

The lowest unoccupied orbital energy is -3.3590 eV. The value obtained for the relative energy (zero: lowest compared OMol25 entry of this formula, charge and spin) is 0.0 kcal/mol. The highest occupied orbital energy is -0.3670 Eh. For the gap between HOMO and LUMO, the calculation gives 6.6 eV. The value obtained for the largest force on an atom is 0.389 eV/Å. The net charge is +1.

Positions of all 114 atoms, in Å:
W -1.0823 0.3734 0.5246
N 0.9837 7.9859 0.3805
C 0.3298 6.8201 0.6683
C 0.4811 5.6975 -0.1620
C -0.1556 4.5170 0.1432
C -0.9455 4.4375 1.2885
C -1.0993 5.5368 2.1311
C -0.4699 6.7185 1.8181
S -1.7119 2.9507 1.7070
O -2.1670 2.2837 0.4501
O -2.7010 3.1568 2.7064
N -0.6045 1.7909 2.0311
C 0.1390 1.8639 3.1963
N -0.0074 2.9561 3.9427
C 0.7061 3.0029 5.0594
C 1.5643 1.9815 5.4357
C 1.6659 0.9183 4.5609
N 0.9667 0.8547 3.4293
H 1.3371 8.1143 -0.5518
H 0.6806 8.8270 0.8401
H 1.0874 5.7638 -1.0573
H -0.0422 3.6583 -0.5009
H -1.7133 5.4496 3.0164
H -0.5892 7.5807 2.4620
H 0.5860 3.8919 5.6680
H 2.1310 2.0193 6.3532
H 2.3286 0.0843 4.7614
Cl -0.0612 3.3918 -5.5421
C -0.7443 2.5049 -4.2381
C -1.9778 1.8768 -4.3839
Cl -2.8335 1.9770 -5.8703
C -2.5220 1.1497 -3.3204
Cl -4.0315 0.3345 -3.4625
C -1.8253 1.0590 -2.1321
O -2.2392 0.3125 -1.0829
C -0.5728 1.6592 -1.9917
O 0.0702 1.4138 -0.8432
C -0.0437 2.4004 -3.0342
Cl 1.5037 3.1301 -2.8136
C 4.9717 -2.7543 -2.8401
S 3.5310 -3.6876 -3.3979
C 3.0825 -4.6236 -1.9080
C 1.8941 -4.0387 -1.1487
C 2.2738 -2.7407 -0.4531
N 1.1391 -1.9032 -0.0227
P 1.2147 -0.7108 1.2030
C 2.6567 0.3370 0.8638
C 2.4976 1.7186 0.7681
C 3.5736 2.5313 0.4477
C 4.8196 1.9742 0.2070
C 4.9921 0.5996 0.2983
C 3.9205 -0.2148 0.6273
C 1.6171 -1.7767 2.6161
C 0.6773 -2.7280 3.0075
C 0.9701 -3.6227 4.0235
C 2.2118 -3.5870 4.6457
C 3.1522 -2.6465 4.2557
C 2.8563 -1.7384 3.2465
P -0.2368 -1.5452 -0.9009
C -1.4149 -2.9076 -0.8943
C -2.6363 -2.7685 -1.5535
C -3.5989 -3.7593 -1.4391
C -3.3632 -4.8758 -0.6524
C -2.1648 -4.9974 0.0382
C -1.1965 -4.0138 -0.0757
C 0.3333 -1.2372 -2.5836
C -0.2839 -1.7649 -3.7171
C 0.2310 -1.4893 -4.9746
C 1.3669 -0.7043 -5.1081
C 1.9959 -0.1939 -3.9814
C 1.4801 -0.4521 -2.7243
H 5.4031 -2.2957 -3.7285
H 5.7162 -3.4172 -2.4017
H 4.7163 -1.9625 -2.1347
H 3.9646 -4.7052 -1.2689
H 2.8376 -5.6323 -2.2385
H 1.5404 -4.7698 -0.4187
H 1.0818 -3.8716 -1.8596
H 2.8996 -2.1534 -1.1273
H 2.8577 -2.9738 0.4420
H 1.5288 2.1683 0.9182
H 3.4274 3.6014 0.3763
H 5.6582 2.6082 -0.0496
H 5.9644 0.1592 0.1202
H 4.0854 -1.2793 0.7188
H -0.2912 -2.7679 2.5242
H 0.2287 -4.3488 4.3297
H 2.4432 -4.2906 5.4342
H 4.1218 -2.6151 4.7354
H 3.5914 -0.9962 2.9652
H -2.8647 -1.8730 -2.1144
H -4.5452 -3.6417 -1.9506
H -4.1199 -5.6437 -0.5610
H -1.9858 -5.8570 0.6706
H -0.2765 -4.0995 0.4863
H -1.1547 -2.3972 -3.6305
H -0.2546 -1.8967 -5.8513
H 1.7647 -0.4937 -6.0923
H 2.8797 0.4224 -4.0813
H 1.9565 -0.0172 -1.8528
C -5.2591 1.1329 0.4409
As -5.2727 -0.8241 0.3896
C -6.3818 -1.1041 1.9815
C -6.6948 -1.0409 -0.9430
S -2.1575 -1.0238 1.6879
H -6.2782 1.5165 0.5005
H -4.7738 1.5178 -0.4553
H -4.6975 1.4770 1.3099
H -7.2686 -0.4705 1.9519
H -5.8026 -0.8654 2.8733
H -6.6882 -2.1481 2.0394
H -7.5538 -0.4209 -0.6854
H -7.0073 -2.0840 -0.9865
H -6.3239 -0.7461 -1.9238

Mulliken atomic charge list, values in e, 6 entries: W 2.601; N -0.478; C 0.985; C -1.072; C 0.349; C -0.178